Formula: CH4BNO2
Source: the Open Molecules 2025 dataset
Level of theory: ωB97M-V/def2-TZVPD

Values from the calculation:
HOMO energy (alpha / beta): -9.808 / -9.803 eV
Gap between HOMO and LUMO (alpha / beta): 8.48 / 8.47 eV
Multiplicity: 1
Net charge: 0
Energy above the lowest of the compared OMol25 structures with the same formula, charge and spin: 129.0 kcal per mole
E_LUMO (alpha / beta): -1.3 / -1.3 eV

Positions of all 9 atoms, in Å:
1 B 0.134 -1.824 -0.468
2 C 1.474 0.960 -0.938
3 N 1.374 0.080 -0.008
4 O 2.317 -0.279 0.646
5 O 0.197 -0.633 0.129
6 H 1.127 -2.223 -0.924
7 H -1.005 -2.295 -0.483
8 H 2.395 1.511 -0.814
9 H -0.154 1.982 -1.081